[1]
# C12H23NO6S2

A cluster of 3 separate species, C12H23NO6S2 in total in a non-equilibrium geometry (the ωB97M-V functional and the def2-TZVPD basis, OMol25).

Each line ends with the natural charge from an NBO analysis.
Geometry (Å):
N: -5.849 0.429 -3.374  -0.83
C: -4.462 -0.028 -3.230  -0.16
C: -3.732 0.431 -1.966  -0.44
C: -3.140 1.731 -2.452  -0.08
O: -2.633 1.371 -3.739  -0.51
C: -3.654 0.690 -4.340  0.78
O: -3.851 0.746 -5.481  -0.55
H: -6.006 1.308 -2.907  0.35
H: -6.116 0.503 -4.346  0.37
H: -4.435 -1.099 -3.377  0.21
H: -2.996 -0.325 -1.786  0.25
H: -4.377 0.458 -1.101  0.22
H: -2.315 2.157 -1.908  0.21
H: -3.963 2.441 -2.487  0.16
C: 1.761 -0.611 -2.741  -0.41
C: 2.568 0.073 -1.631  -0.40
C: 1.590 0.431 -0.504  -0.68
S: 0.263 -0.775 -0.596  2.18
O: -0.955 -0.091 -0.959  -0.96
O: 0.322 -1.655 0.546  -0.95
C: 0.875 -1.636 -2.041  -0.67
H: 2.406 -1.083 -3.481  0.23
H: 1.140 0.126 -3.256  0.22
H: 3.328 -0.616 -1.255  0.20
H: 3.084 0.960 -1.997  0.23
H: 2.052 0.378 0.475  0.26
H: 1.152 1.416 -0.648  0.25
H: 0.036 -1.971 -2.647  0.26
H: 1.453 -2.491 -1.693  0.24
C: 2.842 -0.483 5.533  -0.41
C: 3.155 -1.302 4.274  -0.40
C: 2.084 -0.966 3.228  -0.67
S: 1.538 0.707 3.595  2.17
O: 0.160 0.664 4.007  -0.93
O: 1.986 1.602 2.554  -0.96
C: 2.558 0.934 5.048  -0.67
H: 3.666 -0.503 6.245  0.22
H: 1.958 -0.891 6.029  0.22
H: 4.141 -1.024 3.896  0.21
H: 3.174 -2.371 4.483  0.23
H: 2.475 -0.998 2.216  0.25
H: 1.219 -1.619 3.307  0.26
H: 2.025 1.545 5.773  0.26
H: 3.473 1.437 4.733  0.24

Results
* SMILES: N[C@@H]1CCOC1=O.O=S1(=O)CCCC1.O=S1(=O)CCCC1
* HOMO: -9.040 eV
* multiplicity: 1
* ΔE to the lowest compared entry with this formula, charge and spin: 0.0 kJ/mol
* lowest unoccupied orbital energy: 0.47 eV
* E_tot: -1773.58776 Ha

[2]
# C44H88O27

A cluster of 11 separate species, C44H88O27 in total in a non-equilibrium geometry (the ωB97M-V functional and the def2-TZVPD basis, OMol25).

Each line ends with the Mulliken charge.
Geometry (Å):
C: 5.871 3.125 -1.102  -1.06
C: 6.604 3.265 0.268  -0.36
O: 6.005 4.286 0.970  -0.25
C: 6.272 4.434 2.239  0.74
O: 7.106 3.848 2.984  -0.60
O: 5.405 5.341 2.688  -0.26
C: 5.656 5.943 3.951  -0.70
H: 6.322 2.229 -1.530  0.35
H: 6.081 3.916 -1.821  0.31
H: 4.808 2.927 -0.963  0.27
H: 7.668 3.423 0.090  0.31
H: 6.705 2.374 0.888  0.38
H: 5.060 6.761 4.356  0.28
H: 6.661 6.356 4.042  0.31
H: 5.646 5.155 4.703  0.29
C: 7.979 -2.268 -7.047  -0.92
C: 7.480 -0.983 -6.359  -0.34
O: 6.146 -0.591 -6.748  -0.38
C: 5.076 -1.263 -6.462  0.78
O: 5.162 -2.259 -5.843  -0.55
O: 3.990 -0.606 -6.900  -0.28
C: 2.870 -1.381 -7.154  -0.71
H: 8.941 -2.432 -6.561  0.30
H: 8.188 -2.020 -8.088  0.27
H: 7.224 -3.044 -6.921  0.33
H: 8.145 -0.205 -6.734  0.27
H: 7.574 -0.886 -5.278  0.35
H: 2.770 -1.626 -8.211  0.28
H: 2.008 -0.795 -6.836  0.26
H: 2.710 -2.307 -6.602  0.33
C: 1.380 4.873 -5.041  -1.17
C: -0.036 4.641 -5.598  -0.14
O: -0.199 5.528 -6.737  -0.29
C: 0.210 5.186 -7.882  0.78
O: 0.896 4.209 -8.271  -0.61
O: -0.349 6.107 -8.681  -0.32
C: -0.285 6.023 -10.098  -0.66
H: 1.740 5.870 -5.293  0.32
H: 2.002 4.188 -5.617  0.32
H: 1.497 4.728 -3.967  0.37
H: -0.847 4.879 -4.910  0.29
H: -0.126 3.561 -5.714  0.28
H: -0.681 5.073 -10.458  0.31
H: 0.744 5.979 -10.453  0.29
H: -0.906 6.804 -10.536  0.23
C: -1.954 -7.151 3.156  -1.21
C: -2.060 -6.941 1.678  -0.18
O: -0.908 -7.555 1.143  -0.24
C: -0.662 -7.497 -0.199  0.73
O: -1.416 -6.924 -1.024  -0.59
O: 0.617 -8.035 -0.373  -0.31
C: 1.257 -7.788 -1.609  -0.57
H: -2.876 -6.880 3.670  0.38
H: -1.091 -6.545 3.435  0.30
H: -1.711 -8.194 3.361  0.32
H: -2.171 -5.874 1.483  0.29
H: -2.952 -7.430 1.285  0.30
H: 1.642 -6.783 -1.438  0.25
H: 0.488 -7.855 -2.379  0.31
H: 2.066 -8.497 -1.788  0.21
C: 1.860 0.397 5.359  -1.19
C: 2.990 1.069 6.065  -0.15
O: 3.237 0.513 7.361  -0.28
C: 4.176 1.106 8.151  0.73
O: 4.743 2.182 7.761  -0.58
O: 4.213 0.520 9.361  -0.30
C: 5.265 0.956 10.218  -0.61
H: 0.849 0.672 5.662  0.31
H: 1.973 -0.665 5.575  0.34
H: 1.993 0.543 4.287  0.33
H: 2.958 2.152 5.940  0.36
H: 3.884 0.749 5.530  0.23
H: 6.261 0.927 9.777  0.29
H: 5.272 0.389 11.149  0.22
H: 5.033 2.010 10.369  0.30
C: -5.721 2.066 -1.100  -1.07
C: -4.966 2.672 -2.231  -0.29
O: -4.241 3.844 -1.828  -0.22
C: -4.374 5.043 -2.358  0.60
O: -5.162 5.486 -3.180  -0.55
O: -3.338 5.855 -1.710  -0.20
C: -3.325 7.253 -1.891  -0.71
H: -6.108 2.768 -0.362  0.35
H: -5.108 1.450 -0.442  0.29
H: -6.558 1.538 -1.556  0.32
H: -5.573 2.951 -3.092  0.37
H: -4.277 1.919 -2.615  0.27
H: -4.208 7.759 -1.501  0.29
H: -3.073 7.411 -2.939  0.31
H: -2.445 7.729 -1.460  0.25
C: -10.174 -2.917 -4.969  -0.97
C: -10.043 -3.117 -3.408  -0.32
O: -8.670 -3.279 -3.019  -0.28
C: -8.304 -3.248 -1.741  0.72
O: -9.090 -3.105 -0.855  -0.56
O: -6.975 -3.438 -1.659  -0.31
C: -6.174 -3.736 -2.785  -0.61
H: -9.206 -3.048 -5.454  0.28
H: -10.477 -1.892 -5.182  0.30
H: -10.871 -3.646 -5.382  0.27
H: -10.643 -3.967 -3.084  0.34
H: -10.566 -2.244 -3.015  0.30
H: -6.466 -3.173 -3.671  0.29
H: -5.999 -4.783 -3.033  0.28
H: -5.164 -3.389 -2.566  0.26
C: -8.862 -2.943 7.676  -1.20
C: -8.482 -3.930 6.737  -0.10
O: -7.758 -3.328 5.777  -0.28
C: -6.339 -3.350 5.779  0.66
O: -5.634 -3.780 6.684  -0.55
O: -5.928 -2.456 4.812  -0.28
C: -4.540 -2.117 4.735  -0.67
H: -9.710 -3.207 8.307  0.40
H: -9.349 -2.121 7.150  0.30
H: -8.047 -2.463 8.218  0.27
H: -9.379 -4.417 6.353  0.32
H: -8.066 -4.797 7.250  0.28
H: -4.108 -2.644 3.884  0.25
H: -3.893 -2.333 5.585  0.34
H: -4.451 -1.035 4.634  0.26
C: 0.077 6.427 3.303  -0.55
C: -1.434 6.571 3.243  -0.57
C: -1.987 5.126 2.940  -0.43
O: -0.814 4.482 2.378  -0.38
C: 0.218 5.484 2.094  -0.36
H: 0.645 6.040 4.148  0.28
H: 0.475 7.409 3.047  0.30
H: -1.690 7.307 2.482  0.24
H: -2.023 6.868 4.111  0.35
H: -2.915 5.186 2.371  0.27
H: -2.224 4.621 3.877  0.31
H: 0.128 6.117 1.211  0.21
H: 1.228 5.080 2.030  0.34
C: 1.277 0.196 -1.104  -0.36
C: 0.064 -0.474 -0.568  -0.77
C: -0.290 -1.395 -1.817  -0.31
O: 1.015 -1.735 -2.464  -0.41
C: 2.037 -0.980 -1.833  -0.29
H: 1.772 0.701 -0.274  0.36
H: 0.764 0.901 -1.758  0.21
H: -0.674 0.288 -0.315  0.33
H: 0.135 -1.175 0.264  0.33
H: -1.036 -0.966 -2.485  0.23
H: -0.735 -2.291 -1.385  0.25
H: 2.724 -0.534 -2.552  0.21
H: 2.609 -1.699 -1.247  0.22
C: 5.018 -4.233 2.577  -0.62
C: 5.704 -5.307 3.358  -0.44
C: 7.058 -5.055 2.691  -0.51
O: 6.828 -5.081 1.264  -0.43
C: 5.559 -4.448 1.091  -0.32
H: 5.205 -3.223 2.941  0.29
H: 3.934 -4.341 2.606  0.32
H: 5.357 -6.318 3.143  0.28
H: 5.740 -5.029 4.411  0.30
H: 7.810 -5.748 3.068  0.34
H: 7.386 -4.030 2.862  0.30
H: 4.993 -5.062 0.391  0.27
H: 5.760 -3.458 0.682  0.23

Results
* SMILES: CCOC(=O)OC.CCOC(=O)OC.CCOC(=O)OC.CCOC(=O)OC.CCOC(=O)OC.CCOC(=O)OC.CCOC(=O)OC.CCOC(=O)OC.C1CCOC1.C1CCOC1.C1CCOC1
* HOMO: -9.515 eV
* multiplicity: 1
* ΔE to the lowest compared entry with this formula, charge and spin: 1014.8 kJ/mol
* lowest unoccupied orbital energy: -0.02 eV
* E_tot: -3760.53351 Ha

[3]
# C5H7N3O2S

An isolated molecule of C5H7N3O2S in a non-equilibrium geometry (the ωB97M-V functional and the def2-TZVPD basis, OMol25).

Each line ends with the natural charge from an NBO analysis.
Geometry (Å):
C: 1.547 -0.869 0.735  -0.13
C: 1.355 -1.868 1.624  -0.37
C: -0.861 0.512 0.739  0.84
C: -0.186 1.112 -1.385  -0.25
C: -1.115 2.186 -0.791  -0.08
N: 0.250 -2.312 -0.483  -0.56
N: 0.813 -1.032 -0.468  -0.09
N: -0.509 -0.018 -0.460  -0.39
O: -0.904 -0.042 1.799  -0.60
O: -1.271 1.773 0.601  -0.48
S: 0.206 -3.044 1.165  0.45
H: 2.113 0.014 0.964  0.23
H: 1.801 -1.898 2.683  0.26
H: -0.477 0.975 -2.429  0.21
H: 0.745 1.515 -1.253  0.19
H: -0.887 3.218 -0.727  0.20
H: -2.011 2.256 -1.354  0.17
H: -0.608 -2.477 -0.958  0.40

Results
* SMILES: O=C1OCCN1N1C=CSN1
* HOMO: -7.681 eV
* multiplicity: 1
* ΔE to the lowest compared entry with this formula, charge and spin: 463.0 kJ/mol
* lowest unoccupied orbital energy: 0.60 eV
* E_tot: -907.52580 Ha

[4]
# C23H15N5O4Ru

A structure of composition C23H15N5O4Ru (the ωB97M-V functional and the def2-TZVPD basis, OMol25).

Each line ends with the natural charge from an NBO analysis.
Geometry (Å):
Ru: 0.009 -0.261 0.034  1.07
C: 4.371 -0.585 -0.007  -0.23
C: 3.015 -0.935 0.014  0.13
N: 2.050 -0.030 0.016  -0.46
C: 2.359 1.295 -0.007  0.25
C: 3.693 1.723 -0.033  -0.12
C: 4.710 0.739 -0.030  -0.06
C: 3.962 3.109 -0.070  -0.04
C: 2.932 4.017 -0.081  -0.22
C: 1.601 3.593 -0.056  -0.09
C: 1.274 2.241 -0.013  0.04
N: 0.006 1.642 -0.002  -0.24
C: -1.264 2.237 0.020  0.04
C: -1.595 3.589 0.031  -0.09
C: -2.927 4.010 0.022  -0.22
C: -3.954 3.099 -0.001  -0.04
C: -3.681 1.713 -0.010  -0.12
C: -4.696 0.727 -0.036  -0.06
C: -4.353 -0.597 -0.049  -0.23
C: -2.996 -0.943 -0.032  0.13
N: -2.033 -0.036 -0.004  -0.46
C: -2.346 1.288 0.005  0.25
H: 5.120 -1.364 -0.009  0.27
H: 2.698 -1.971 0.021  0.25
H: 5.748 1.048 -0.050  0.26
H: 4.990 3.447 -0.095  0.25
H: 3.141 5.077 -0.117  0.26
H: 0.854 4.363 -0.081  0.23
H: -0.851 4.362 0.045  0.23
H: -3.140 5.069 0.028  0.26
H: -4.984 3.435 -0.015  0.25
H: -5.734 1.033 -0.050  0.26
H: -5.100 -1.377 -0.073  0.27
H: -2.676 -1.978 -0.047  0.25
O: -0.029 -4.178 4.357  -0.64
C: -0.029 -2.946 4.829  0.78
O: -0.035 -2.675 5.995  -0.53
C: -0.019 -1.818 3.833  -0.22
C: -0.019 -0.491 4.213  0.07
N: -0.010 0.260 3.097  -0.30
N: -0.004 -0.523 2.009  -0.21
C: -0.009 -1.786 2.436  0.07
C: -0.002 -2.822 1.353  0.76
O: -0.004 -4.003 1.602  -0.56
O: 0.012 -2.266 0.173  -0.70
H: -0.023 -4.229 3.376  0.51
H: -0.025 -0.062 5.202  0.28
H: -0.008 1.264 3.022  0.43

Results
* charge: +2
* HOMO (alpha / beta): -15.179 / -15.179 eV
* multiplicity: 1
* ΔE to the lowest compared entry with this formula, charge and spin: 0.0 kJ/mol
* lowest unoccupied orbital energy (alpha / beta): -9.75 / -9.76 eV
* E_tot: -1554.60100 Ha

[5]
# C36H48AsN2O2S6SeTa

A structure of composition C36H48AsN2O2S6SeTa in a non-equilibrium geometry (the ωB97M-V functional and the def2-TZVPD basis, OMol25).

Each line ends with the Mulliken charge.
Geometry (Å):
Ta: 0.387 0.740 -0.131  -0.68
C: -6.732 1.841 -2.838  -1.97
C: -5.654 2.634 -3.574  2.07
C: -5.706 2.264 -5.061  -1.67
C: -5.963 4.129 -3.413  -1.58
C: -4.256 2.344 -3.023  -0.40
C: -4.029 1.442 -1.991  -0.66
C: -2.735 1.250 -1.534  0.48
Se: -2.307 0.071 -0.075  0.43
C: -2.684 1.317 1.331  0.60
C: -3.976 1.565 1.748  -0.60
C: -4.197 2.490 2.764  -0.69
C: -3.080 3.096 3.328  -0.20
C: -1.756 2.857 2.951  0.52
C: -1.586 1.948 1.908  0.19
O: -0.361 1.613 1.398  -0.84
C: -0.649 3.587 3.733  2.00
C: 0.781 3.285 3.282  -1.83
C: -0.765 3.186 5.210  -1.63
C: -0.872 5.100 3.597  -1.71
C: -5.595 2.849 3.268  2.03
C: -5.833 4.352 3.068  -1.58
C: -6.685 2.087 2.515  -2.06
C: -5.704 2.509 4.760  -1.65
C: -1.668 1.922 -2.101  0.08
O: -0.434 1.658 -1.576  1.46
C: -1.837 2.822 -3.152  -0.04
C: -3.152 3.006 -3.571  -0.08
C: -0.650 3.549 -3.791  2.03
C: -1.116 4.475 -4.913  -2.39
C: 0.327 2.527 -4.395  -1.42
C: 0.070 4.408 -2.740  -1.49
H: -7.710 2.085 -3.259  0.46
H: -6.590 0.763 -2.938  0.39
H: -6.760 2.085 -1.773  0.24
H: -6.698 2.475 -5.468  0.47
H: -4.979 2.832 -5.645  0.32
H: -5.497 1.202 -5.208  0.35
H: -6.968 4.346 -3.782  0.46
H: -5.910 4.427 -2.363  0.33
H: -5.262 4.751 -3.972  0.32
H: -4.845 0.896 -1.537  0.51
H: -4.800 1.046 1.278  0.58
H: -3.243 3.805 4.132  0.37
H: 1.040 2.231 3.368  0.31
H: 0.967 3.578 2.251  0.18
H: 1.458 3.857 3.922  0.54
H: -0.636 2.108 5.330  0.26
H: 0.017 3.685 5.788  0.48
H: -1.729 3.462 5.644  0.31
H: -0.807 5.407 2.551  0.36
H: -1.844 5.413 3.982  0.28
H: -0.102 5.637 4.156  0.48
H: -5.741 4.624 2.014  0.32
H: -6.835 4.625 3.407  0.46
H: -5.115 4.951 3.632  0.31
H: -6.675 2.313 1.446  0.31
H: -6.587 1.005 2.637  0.37
H: -7.664 2.375 2.904  0.45
H: -4.969 3.057 5.351  0.30
H: -6.697 2.769 5.135  0.47
H: -5.542 1.442 4.930  0.34
H: -3.328 3.702 -4.380  0.47
H: -1.624 3.933 -5.715  0.41
H: -1.786 5.259 -4.550  0.39
H: -0.243 4.964 -5.349  0.47
H: -0.174 1.918 -5.154  0.30
H: 1.149 3.057 -4.882  0.53
H: 0.759 1.867 -3.645  0.04
H: -0.616 5.138 -2.303  0.33
H: 0.502 3.809 -1.942  0.07
H: 0.886 4.956 -3.219  0.46
C: -1.143 -1.256 3.852  -0.53
C: -1.303 -2.331 2.822  0.19
N: -1.273 -2.116 1.543  0.28
C: -1.403 -3.289 0.825  -0.13
C: -1.537 -4.401 1.594  -0.73
S: -1.496 -3.983 3.246  -0.26
C: -1.368 -3.310 -0.660  -0.01
C: -1.600 -4.425 -1.400  -0.64
S: -1.448 -4.076 -3.059  -0.24
C: -1.085 -2.447 -2.685  0.27
N: -1.074 -2.185 -1.412  0.45
C: -0.807 -1.425 -3.746  -0.69
H: -1.167 -0.284 3.361  -0.26
H: -0.186 -1.351 4.366  0.38
H: -1.940 -1.295 4.595  0.45
H: -1.634 -5.426 1.277  0.40
H: -1.850 -5.415 -1.054  0.39
H: -1.321 -1.669 -4.676  0.49
H: 0.263 -1.364 -3.945  0.27
H: -1.144 -0.446 -3.407  -0.11
S: 2.389 2.190 0.096  -0.38
As: 3.068 0.069 -0.071  0.03
S: 1.614 -0.849 1.338  -0.38
S: 1.851 -0.396 -1.843  -0.40
S: 5.059 -0.351 0.056  -0.39

Results
* HOMO: -7.973 eV
* multiplicity: 1
* ΔE to the lowest compared entry with this formula, charge and spin: 118.6 kJ/mol
* lowest unoccupied orbital energy: -0.98 eV
* E_tot: -8744.14947 Ha

[6]
# C3H7INO2

A cluster of 2 separate species, C3H7INO2 in total in a non-equilibrium geometry (the ωB97M-V functional and the def2-TZVPD basis, OMol25).

Each line ends with the natural charge from an NBO analysis.
Geometry (Å):
C: 1.696 -0.315 0.697  0.86
C: 1.472 -2.554 -0.341  -0.27
C: -1.143 1.130 -0.392  -0.18
N: -1.371 2.376 0.397  -0.77
O: 0.869 0.570 0.632  -0.58
O: 2.123 -1.405 0.311  -0.47
I: -2.549 -0.476 -0.130  0.19
H: 0.381 -2.470 -0.341  0.21
H: 1.829 -3.401 0.151  0.22
H: 1.804 -2.532 -1.511  0.23
H: -1.022 1.259 -1.380  0.17
H: -2.190 2.861 -0.018  0.46
H: -1.433 2.023 1.397  0.47
H: -0.464 2.935 0.528  0.47

Results
* charge: +1
* HOMO (alpha / beta): -11.250 / -12.619 eV
* multiplicity: 1
* ΔE to the lowest compared entry with this formula, charge and spin: 43.6 kJ/mol
* lowest unoccupied orbital energy (alpha / beta): -4.55 / -3.59 eV
* E_tot: -620.99022 Ha